# C29H42BN6OPdS3

C29H42BN6OPdS3 as an isolated structure (wB97M-V/def2-TZVPD, the Open Molecules 2025 dataset).

## Properties
* HOMO-LUMO gap (alpha / beta): 6.89 / 6.71 eV
* E_LUMO (alpha / beta): -3.099 / -4.292 eV
* net charge: +1
* multiplicity: 3
* <S²>: 2.02

CARTESIAN COORDINATES (ANGSTROEM)
Pd (0.054, 0.066, -0.198)
C (4.848, -0.532, 0.620)
C (3.835, 0.001, 1.570)
C (4.169, 0.818, 2.620)
C (3.153, 1.329, 3.455)
N (1.890, 1.097, 3.206)
N (1.537, 0.321, 2.192)
B (0.071, 0.022, 1.941)
N (-0.986, 1.030, 2.440)
N (-1.170, 1.072, 3.751)
C (-2.142, 1.768, 4.267)
C (-3.103, 2.400, 3.436)
C (-2.913, 2.411, 2.086)
C (-3.854, 3.049, 1.129)
C (-1.752, 1.750, 1.584)
S (-1.386, 1.912, -0.067)
C (-2.220, 1.897, 5.767)
C (-2.039, 3.388, 6.097)
C (-3.573, 1.372, 6.258)
C (-1.112, 1.079, 6.423)
N (-0.244, -1.425, 2.325)
N (0.386, -1.861, 3.405)
C (0.335, -3.121, 3.742)
C (-0.341, -4.064, 2.932)
C (-1.046, -3.629, 1.838)
C (-1.756, -4.525, 0.890)
C (-1.003, -2.241, 1.554)
S (-1.811, -1.590, 0.205)
C (1.010, -3.520, 5.030)
C (-0.076, -4.091, 5.954)
C (2.069, -4.587, 4.740)
C (1.664, -2.296, 5.675)
C (2.462, -0.272, 1.373)
S (1.976, -1.327, 0.103)
C (3.498, 2.126, 4.690)
C (4.395, 1.251, 5.580)
C (2.228, 2.455, 5.469)
C (4.206, 3.424, 4.286)
H (5.845, -0.204, 0.897)
H (4.623, -0.176, -0.385)
H (4.812, -1.620, 0.587)
H (5.204, 1.069, 2.785)
H (-3.976, 2.869, 3.859)
H (-4.675, 3.534, 1.650)
H (-4.254, 2.298, 0.448)
H (-3.326, 3.780, 0.521)
H (-2.825, 3.994, 5.651)
H (-1.079, 3.739, 5.725)
H (-2.065, 3.541, 7.171)
H (-4.409, 1.926, 5.841)
H (-3.623, 1.453, 7.340)
H (-3.678, 0.323, 5.986)
H (-0.146, 1.424, 6.080)
H (-1.216, 0.030, 6.158)
H (-1.165, 1.183, 7.502)
H (-0.290, -5.118, 3.148)
H (-1.741, -5.557, 1.224)
H (-1.269, -4.459, -0.082)
H (-2.783, -4.194, 0.757)
H (-0.548, -4.964, 5.510)
H (-0.841, -3.343, 6.147)
H (0.359, -4.388, 6.903)
H (1.627, -5.486, 4.320)
H (2.574, -4.862, 5.661)
H (2.811, -4.209, 4.042)
H (0.929, -1.513, 5.839)
H (2.444, -1.902, 5.026)
H (2.104, -2.575, 6.627)
H (3.872, 0.333, 5.840)
H (4.629, 1.783, 6.499)
H (5.332, 0.988, 5.095)
H (1.782, 1.526, 5.815)
H (1.515, 2.975, 4.836)
H (2.465, 3.075, 6.328)
H (5.121, 3.235, 3.730)
H (4.464, 3.995, 5.174)
H (3.547, 4.033, 3.670)
C (-0.992, -0.253, -2.975)
C (0.167, 0.269, -2.212)
O (1.157, 0.841, -2.512)
H (-0.806, -0.190, -4.050)
H (-1.874, 0.340, -2.708)
H (-1.200, -1.286, -2.683)


# C29H43BHfN10O3

C29H43BHfN10O3 as an isolated structure (wB97M-V/def2-TZVPD, the Open Molecules 2025 dataset).

## Properties
* HOMO-LUMO gap: 8.92 eV
* E_LUMO: -5.615 eV
* net charge: +2
* relative energy (zero: lowest compared OMol25 entry of this formula, charge and spin): 0.0 kJ/mol

CARTESIAN COORDINATES (ANGSTROEM)
Hf (0.166, 0.126, 0.015)
C (-2.928, -1.863, 1.517)
C (-1.693, -1.591, 2.303)
C (-1.450, -1.932, 3.625)
C (-0.184, -1.448, 3.922)
C (0.551, -1.562, 5.211)
N (0.292, -0.852, 2.821)
N (-0.634, -0.927, 1.806)
B (1.662, -0.188, 2.604)
N (1.401, 1.306, 2.233)
N (0.378, 1.660, 1.388)
C (0.408, 2.998, 1.235)
C (-0.538, 3.672, 0.300)
C (1.412, 3.513, 2.038)
C (2.022, 2.419, 2.649)
C (3.143, 2.432, 3.626)
N (2.349, -0.956, 1.428)
N (1.642, -1.308, 0.303)
C (2.445, -2.057, -0.477)
C (1.960, -2.595, -1.782)
C (3.669, -2.201, 0.158)
C (3.573, -1.500, 1.357)
C (4.602, -1.365, 2.422)
H (-3.525, -2.616, 2.026)
H (-2.693, -2.219, 0.514)
H (-3.518, -0.949, 1.450)
H (-2.104, -2.468, 4.290)
H (-0.081, -2.073, 5.932)
H (0.809, -0.580, 5.609)
H (1.471, -2.134, 5.092)
H (2.338, -0.249, 3.574)
H (-1.155, 2.937, -0.220)
H (0.009, 4.267, -0.432)
H (-1.196, 4.351, 0.843)
H (1.673, 4.549, 2.172)
H (3.440, 3.460, 3.815)
H (4.007, 1.885, 3.248)
H (2.840, 1.979, 4.570)
H (0.934, -2.280, -1.973)
H (1.993, -3.684, -1.782)
H (2.596, -2.251, -2.598)
H (4.522, -2.759, -0.190)
H (5.515, -1.862, 2.106)
H (4.263, -1.825, 3.351)
H (4.827, -0.318, 2.625)
C (-0.873, 3.278, -3.803)
C (-0.507, 2.288, -4.907)
C (0.572, 1.251, -4.494)
C (0.876, 0.329, -5.696)
C (1.914, -0.746, -5.379)
C (1.834, 2.022, -4.154)
O (2.458, 2.667, -4.942)
N (2.271, 1.962, -2.813)
C (1.638, 1.283, -1.843)
O (2.023, 1.288, -0.646)
N (0.537, 0.546, -2.089)
C (0.001, 0.422, -3.362)
O (-0.906, -0.364, -3.535)
H (-1.653, 3.952, -4.155)
H (-0.017, 3.893, -3.519)
H (-1.250, 2.764, -2.913)
H (-0.123, 2.826, -5.774)
H (-1.389, 1.730, -5.222)
H (1.224, 0.958, -6.513)
H (-0.061, -0.138, -5.998)
H (2.855, -0.306, -5.039)
H (2.132, -1.327, -6.273)
H (1.543, -1.434, -4.616)
H (3.103, 2.491, -2.579)
N (-1.926, 0.332, -0.661)
C (-2.885, -0.022, -1.238)
N (-3.974, -0.423, -1.773)
C (-4.185, -0.478, -3.244)
C (-5.356, 0.423, -3.613)
C (-6.613, -0.006, -2.859)
C (-6.361, 0.038, -1.352)
C (-5.155, -0.811, -0.966)
H (-4.415, -1.518, -3.488)
H (-3.266, -0.203, -3.745)
H (-5.512, 0.377, -4.691)
H (-5.105, 1.458, -3.360)
H (-6.891, -1.021, -3.158)
H (-7.448, 0.646, -3.112)
H (-7.227, -0.339, -0.806)
H (-6.196, 1.069, -1.031)
H (-5.349, -1.867, -1.167)
H (-4.923, -0.694, 0.089)


# C29H43CoIN2O8S3Si

C29H43CoIN2O8S3Si as an isolated structure (wB97M-V/def2-TZVPD, the Open Molecules 2025 dataset).

## Properties
* HOMO-LUMO gap (alpha / beta): 6.04 / 6.01 eV
* E_LUMO (alpha / beta): 3.525 / 3.525 eV
* net charge: -2
* multiplicity: 2
* relative energy (zero: lowest compared OMol25 entry of this formula, charge and spin): 14.6 kJ/mol
* <S²>: 0.85

CARTESIAN COORDINATES (ANGSTROEM)
Co (-0.311, -0.118, 0.179)
O (-1.357, 1.552, 3.635)
S (-1.161, 1.575, 2.204)
O (-2.020, 0.640, 1.472)
O (0.228, 1.430, 1.747)
C (-1.576, 3.239, 1.690)
C (-1.519, 4.203, 2.690)
C (-1.675, 5.546, 2.386)
C (-1.877, 5.935, 1.071)
C (-1.937, 4.981, 0.066)
C (-1.794, 3.626, 0.357)
S (-2.064, 2.506, -1.040)
O (-1.894, 3.341, -2.212)
O (-3.403, 2.008, -0.830)
O (-1.006, 1.479, -0.971)
H (-1.346, 3.871, 3.705)
H (-1.635, 6.288, 3.176)
H (-1.988, 6.985, 0.827)
H (-2.098, 5.257, -0.968)
C (-3.577, -3.302, -1.955)
C (-2.962, -2.001, -1.424)
C (-3.557, -1.735, -0.030)
C (-3.482, -0.870, -2.323)
Si (-0.991, -1.943, -1.265)
C (-0.422, -3.754, -0.641)
C (-1.219, -4.147, 0.608)
C (-0.522, -4.911, -1.642)
C (1.051, -3.707, -0.184)
C (-0.271, -1.716, -3.108)
C (1.220, -2.077, -3.173)
C (-0.359, -0.227, -3.488)
C (-0.974, -2.501, -4.228)
H (-4.667, -3.163, -2.048)
H (-3.421, -4.146, -1.281)
H (-3.197, -3.580, -2.940)
H (-4.657, -1.753, -0.093)
H (-3.269, -0.751, 0.344)
H (-3.256, -2.486, 0.707)
H (-4.578, -0.817, -2.233)
H (-3.251, -1.033, -3.376)
H (-3.098, 0.102, -2.025)
H (-2.266, -4.368, 0.392)
H (-1.187, -3.364, 1.363)
H (-0.777, -5.051, 1.057)
H (-1.528, -5.069, -2.027)
H (-0.209, -5.840, -1.136)
H (0.147, -4.773, -2.492)
H (1.209, -2.939, 0.571)
H (1.735, -3.515, -1.009)
H (1.328, -4.680, 0.257)
H (1.780, -1.601, -2.364)
H (1.638, -1.715, -4.127)
H (1.390, -3.154, -3.132)
H (0.232, 0.396, -2.819)
H (-1.376, 0.161, -3.462)
H (0.029, -0.091, -4.512)
H (-0.973, -3.578, -4.070)
H (-0.453, -2.305, -5.180)
H (-2.009, -2.186, -4.362)
S (2.054, 0.688, -0.807)
C (3.216, -0.502, -0.512)
N (3.101, -1.378, 0.475)
C (3.952, -2.538, 0.673)
C (5.325, -2.292, 0.074)
C (5.142, -1.782, -1.346)
N (4.345, -0.565, -1.292)
H (2.221, -1.340, 1.000)
H (3.496, -3.416, 0.202)
H (3.995, -2.733, 1.743)
H (5.908, -3.214, 0.081)
H (5.859, -1.535, 0.655)
H (4.654, -2.555, -1.953)
H (6.101, -1.547, -1.810)
H (4.244, -0.025, -2.136)
I (-4.033, -2.360, 6.837)
C (-2.436, -2.163, 5.481)
C (-2.698, -1.794, 4.173)
C (-1.629, -1.669, 3.291)
C (-0.330, -1.911, 3.706)
C (-0.097, -2.284, 5.026)
C (-1.145, -2.411, 5.928)
C (0.857, -1.803, 2.767)
O (1.947, -2.243, 3.169)
O (0.683, -1.305, 1.610)
H (-3.704, -1.583, 3.838)
H (-1.818, -1.350, 2.275)
H (0.924, -2.477, 5.329)
H (-0.961, -2.694, 6.956)


Calculated total energy, respectively: -2881.18467, -1976.86601, -5006.98234 hartree.